Density functional theory data (wB97M-V/def2-TZVPD) for a cluster of 2 separate species, C56H62FN4O2 in total.

```
125
Properties=species:S:1:pos:R:3:lowdin_charge:R:1
C -1.8361 -1.0090 -3.4512 -0.058
C -2.4949 0.3502 -3.3037 -0.527
C -1.5597 1.4376 -3.8360 -0.041
C -3.7500 0.2910 -4.1848 -0.046
C -2.8913 0.7369 -1.8488 -0.070
C -3.6801 1.8871 -1.7431 -0.041
C -4.3622 2.1671 -0.5697 -0.066
C -4.2092 1.3361 0.5357 -0.050
C -3.2380 0.3317 0.5611 -0.068
C -2.9647 -0.4283 1.8916 -0.505
C -3.1411 -1.9445 1.7581 -0.027
C -3.9187 0.0132 3.0000 -0.065
C -1.5787 -0.0602 2.3958 -0.041
C -2.5136 0.0948 -0.6421 -0.056
N -1.3283 -0.7471 -0.6198 -0.014
C -0.0134 -0.3516 -0.5147 -0.220
C 0.3017 0.9546 -0.1909 -0.028
C 1.6408 1.5200 -0.2883 -0.208
C 2.5983 1.3677 0.7569 -0.018
C 3.9483 1.5016 0.4922 0.017
C 4.3474 1.8623 -0.8162 -0.164
N 5.6118 1.4212 -1.2994 -0.314
O 5.8352 1.5378 -2.5289 0.047
O 6.4242 0.9000 -0.5015 0.048
C 3.4155 2.3011 -1.7747 0.003
C 2.0674 2.1887 -1.4741 -0.033
N 0.7444 -1.5190 -0.7376 0.128
C 2.1864 -1.7259 -0.7141 -0.081
C 2.8450 -2.1075 0.4781 -0.088
C 2.2675 -2.5790 1.8443 -0.519
C 2.7188 -4.0238 2.1084 -0.029
C 0.7630 -2.5785 1.9848 -0.044
C 2.8153 -1.6578 2.9435 -0.039
C 4.2500 -2.1139 0.4848 -0.037
C 4.9875 -1.7205 -0.6110 -0.051
C 4.3310 -1.5026 -1.8156 -0.026
C 2.9431 -1.6125 -1.9260 -0.059
C 2.3518 -1.5689 -3.3728 -0.503
C 3.4343 -1.5966 -4.4642 -0.063
C 1.5899 -0.2617 -3.5232 -0.045
C 1.4675 -2.7794 -3.6701 -0.030
C -0.1878 -2.5686 -0.8685 -0.244
C 0.0669 -4.0080 -0.9878 -0.155
C 1.3318 -4.6567 -1.0322 -0.050
C 1.4030 -6.0481 -1.1487 -0.067
C 0.2369 -6.8167 -1.2284 -0.069
C -1.0193 -6.1906 -1.2035 -0.063
C -1.1008 -4.8055 -1.0952 -0.017
N -1.4268 -2.1095 -0.8405 0.141
H -2.4388 -1.8167 -3.0240 0.094
H -1.6722 -1.2284 -4.5186 0.102
H -0.8473 -1.0247 -2.9873 0.043
H -2.0938 2.3913 -3.9430 0.081
H -0.7218 1.5940 -3.1400 0.069
H -1.1498 1.1575 -4.8182 0.095
H -4.2685 1.2531 -4.2444 0.077
H -3.4747 -0.0103 -5.2045 0.094
H -4.4460 -0.4587 -3.7878 0.099
H -3.8076 2.5378 -2.6150 0.113
H -5.0472 3.0173 -0.5247 0.111
H -4.8573 1.5024 1.3986 0.101
H -2.4958 -2.3963 1.0026 0.054
H -2.9304 -2.4262 2.7230 0.093
H -4.1794 -2.1727 1.4856 0.097
H -3.7880 1.0778 3.2252 0.045
H -4.9658 -0.1859 2.7445 0.099
H -3.6892 -0.5325 3.9252 0.100
H -1.4933 1.0250 2.5166 0.052
H -1.3631 -0.5376 3.3634 0.108
H -0.8185 -0.3363 1.6719 0.033
H -0.5473 1.5993 0.0258 0.081
H 2.2410 1.1038 1.7552 0.099
H 4.7166 1.2829 1.2269 0.125
H 3.7840 2.6462 -2.7387 0.126
H 1.3124 2.5455 -2.1793 0.112
H 3.8090 -4.1174 2.1529 0.085
H 2.2995 -4.3685 3.0635 0.098
H 2.3451 -4.6819 1.3127 0.074
H 0.3607 -1.5989 1.7282 0.054
H 0.2811 -3.3522 1.3785 0.085
H 0.5027 -2.7823 3.0357 0.102
H 2.5673 -0.6128 2.7177 0.063
H 2.3641 -1.9193 3.9106 0.092
H 3.9032 -1.7360 3.0464 0.082
H 4.7870 -2.4108 1.3858 0.111
H 6.0702 -1.6139 -0.5411 0.115
H 4.9413 -1.2870 -2.6914 0.106
H 4.0636 -2.4904 -4.3773 0.097
H 2.9546 -1.6310 -5.4520 0.094
H 4.0670 -0.7019 -4.4412 0.084
H 0.9492 -0.0938 -2.6515 0.050
H 2.2920 0.5818 -3.5637 0.082
H 0.9700 -0.2490 -4.4317 0.095
H 0.5601 -2.7831 -3.0664 0.056
H 1.1496 -2.7804 -4.7242 0.100
H 2.0153 -3.7108 -3.4719 0.096
H 2.2496 -4.0673 -1.0139 0.105
H 2.3873 -6.5226 -1.1958 0.114
H 0.3087 -7.9000 -1.3335 0.108
H -1.9370 -6.7725 -1.2787 0.108
H -2.0635 -4.2931 -1.0899 0.111
F -4.4389 2.5776 6.6161 0.070
C -3.6973 2.8106 5.4898 -0.231
C -4.3235 3.3592 4.3761 0.014
C -3.5793 3.5153 3.2096 -0.015
C -2.1771 3.2576 3.1874 -0.238
C -1.3464 3.5729 2.0232 0.170
C -0.5872 4.7773 2.0266 -0.168
C -0.3259 5.4817 0.8131 0.032
C 0.1061 6.8028 0.8454 -0.032
C 0.3695 7.4534 2.0616 0.006
C 0.2260 6.7400 3.2605 -0.027
C -0.2083 5.4223 3.2502 0.036
C -1.5895 2.7473 4.3733 -0.046
C -2.3435 2.4834 5.5114 0.029
H -5.3800 3.6269 4.4155 0.138
H -4.0502 3.8857 2.2936 0.127
H -1.5987 3.1099 1.0679 0.123
H -0.5450 4.9749 -0.1321 0.134
H 0.2373 7.3481 -0.0898 0.123
H 0.6646 8.5007 2.0764 0.128
H 0.4457 7.2273 4.2136 0.126
H -0.3226 4.8823 4.1864 0.117
H -0.5122 2.5676 4.3688 0.134
H -1.8897 2.0536 6.4011 0.135
```

Computed properties:
- Net charge: +1
- HOMO-LUMO gap: 0.1173 Eh
- E_LUMO: -0.2228 hartree
- Electronic energy: -2640.050575 a.u.
- HOMO energy: -9.25 eV

Density functional theory data (wB97M-V/def2-TZVPD) for a structure of composition C46H71BaFIN3O7P.

```
131
Properties=species:S:1:pos:R:3:lowdin_charge:R:1
Ba 0.3011 -0.2761 -0.9706 1.695
F -1.2286 -4.1032 5.7584 0.068
C -1.7740 -4.2631 4.5315 -0.187
C -1.1559 -3.6983 3.4516 0.099
C -1.6801 -3.8841 2.1778 -0.039
C -0.9870 -3.2811 1.0298 -0.340
O 0.1278 -2.7852 1.1309 -0.017
C -1.7476 -3.2921 -0.2061 -0.028
C -2.8667 -4.0286 -0.3074 0.049
N -3.4059 -4.7452 0.7321 0.000
C -4.4927 -5.6621 0.4976 -0.268
C -5.5651 -5.3173 -0.4837 -0.083
C -5.8765 -5.3323 0.9827 -0.101
C -2.8542 -4.6294 2.0002 -0.110
C -3.4601 -5.2049 3.1224 0.061
C -2.9359 -5.0241 4.3919 -0.149
N -3.6263 -5.6037 5.4989 -0.119
C -3.6836 -7.0573 5.5754 -0.113
C -5.0502 -7.4484 6.1847 -0.071
N -5.6370 -6.2085 6.7886 0.043
C -4.6458 -5.5547 7.7020 -0.065
C -3.4873 -5.0174 6.8272 -0.126
C -1.2281 -2.3271 -1.2450 -0.764
O -0.1321 -2.5504 -1.7960 -0.157
O -1.8668 -1.2436 -1.3432 -0.235
H -0.2468 -3.1203 3.5672 0.138
H -3.4128 -4.0910 -1.2382 0.145
H -4.1896 -6.7025 0.5488 0.155
H -5.9427 -6.1147 -1.1065 0.111
H -5.5322 -4.3513 -0.9672 0.108
H -6.4821 -6.1385 1.3768 0.101
H -6.0210 -4.3736 1.4641 0.115
H -4.3703 -5.7786 3.0123 0.110
H -2.8674 -7.4563 6.1898 0.137
H -3.5829 -7.4815 4.5812 0.130
H -4.9509 -8.1914 6.9723 0.134
H -5.7484 -7.8164 5.4361 0.134
H -6.5213 -6.3994 7.2548 0.186
H -5.7878 -5.5556 6.0139 0.182
H -4.3109 -6.3114 8.4075 0.136
H -5.1426 -4.7599 8.2516 0.136
H -2.5392 -5.2653 7.3081 0.129
H -3.5449 -3.9355 6.7392 0.139
C -2.4756 4.3104 1.3048 -0.060
C -1.5327 5.3616 0.7183 -0.376
C -1.1118 6.3679 1.7948 -0.060
C -0.3061 4.7548 0.0645 -0.207
C 0.0133 5.0582 -1.2529 0.021
C 1.1699 4.5865 -1.8597 -0.140
C 1.4949 5.0878 -3.2622 -0.359
C 0.2707 5.1720 -4.1827 -0.069
C 2.1459 6.4771 -3.1867 -0.041
C 2.0520 3.7564 -1.1318 -0.077
C 1.7679 3.4692 0.2136 -0.121
C 0.5800 3.9540 0.7695 -0.013
C 2.7028 2.8139 1.2257 -0.357
C 3.7194 1.8028 0.7202 -0.056
C 3.4290 3.9124 2.0185 -0.045
C 3.3576 3.4128 -1.8029 -0.194
C 4.3678 4.3603 -1.6102 -0.051
C 5.5869 4.2869 -2.2575 -0.056
C 5.8048 3.2559 -3.1575 -0.060
C 4.8252 2.2969 -3.3404 -0.104
C 3.6031 2.3192 -2.6568 -0.292
P 2.4623 0.8640 -2.8383 1.071
C 3.6282 -0.6165 -3.1576 -0.647
C 2.7578 -1.8779 -2.9659 -0.125
C 4.3218 -0.7015 -4.5402 -0.082
C 4.6886 -0.6612 -2.0453 -0.092
C 1.5326 1.2216 -4.4633 -0.656
C 0.2500 1.9287 -3.9951 -0.130
C 2.2708 2.1114 -5.4740 -0.070
C 1.0915 -0.0708 -5.1589 -0.085
H -3.3274 4.7983 1.7852 0.082
H -1.9706 3.6994 2.0545 0.060
H -2.8696 3.6498 0.5297 0.073
H -2.0779 5.9058 -0.0583 0.131
H -0.6103 5.8578 2.6214 0.080
H -1.9839 6.8875 2.1972 0.079
H -0.4252 7.1124 1.3877 0.083
H -0.6512 5.7115 -1.8088 0.123
H 2.2156 4.4062 -3.7178 0.108
H -0.3425 6.0439 -3.9460 0.078
H -0.3630 4.2875 -4.1144 0.056
H 0.5993 5.2781 -5.2185 0.087
H 1.4875 7.1695 -2.6568 0.086
H 2.3182 6.8684 -4.1919 0.085
H 3.1024 6.4507 -2.6671 0.065
H 0.3764 3.7238 1.8106 0.116
H 2.0444 2.2890 1.9256 0.108
H 4.5362 2.2755 0.1746 0.081
H 3.2606 1.0629 0.0743 0.034
H 4.1541 1.2727 1.5719 0.091
H 4.1366 4.4424 1.3755 0.074
H 3.9895 3.4740 2.8487 0.082
H 2.7255 4.6400 2.4269 0.079
H 4.1747 5.1742 -0.9215 0.121
H 6.3487 5.0344 -2.0756 0.110
H 6.7322 3.1951 -3.7135 0.109
H 5.0234 1.5066 -4.0471 0.084
H 2.0482 -2.0381 -3.7746 0.066
H 2.1914 -1.8459 -2.0357 -0.011
H 3.4035 -2.7594 -2.9155 0.101
H 4.0829 -1.6494 -5.0267 0.085
H 5.4072 -0.6657 -4.4296 0.083
H 4.0371 0.0900 -5.2277 0.045
H 4.2325 -0.6930 -1.0594 0.051
H 5.3763 0.1826 -2.0802 0.072
H 5.2765 -1.5762 -2.1694 0.094
H 0.4539 2.7731 -3.3362 0.044
H -0.4056 1.2359 -3.4589 0.048
H -0.3152 2.2897 -4.8597 0.095
H 2.9009 2.8625 -5.0010 0.057
H 1.5380 2.6406 -6.0896 0.088
H 2.8971 1.5269 -6.1498 0.075
H 0.5111 -0.7153 -4.4927 0.076
H 1.9260 -0.6426 -5.5608 0.069
H 0.4405 0.1957 -5.9967 0.098
O -3.6525 0.7139 -0.3172 -0.102
H -3.3087 -0.0866 -0.7451 0.009
H -3.3880 0.6140 0.6087 -0.037
O 2.4051 -1.3490 0.3063 -0.239
H 2.2893 -2.2882 0.1148 0.048
H 2.4677 -1.3237 1.2860 0.013
O 2.0816 -1.2584 3.0342 -0.106
H 2.4538 -0.5443 3.5618 0.055
H 1.1525 -0.9986 2.8770 -0.109
I -0.8700 0.3379 1.9256 0.176
O -1.2806 1.8422 -1.2347 -0.257
H -1.0806 2.6728 -0.7808 0.015
H -2.1915 1.6060 -0.9520 0.002
```

Computed properties:
- Net charge: +1
- HOMO-LUMO gap: 0.2305 Eh
- E_LUMO: -0.1131 hartree
- Electronic energy: -3250.742507 a.u.
- HOMO energy: -9.35 eV